The following is a DFT calculation (the ωB97M-V functional and the def2-TZVPD basis) of the ion C3H3FNO4 with charge -1 in a non-equilibrium geometry.

ORCA input file:
```
! RIJCOSX wB97M-V def2-TZVPD def2/J DEFGRID3
* xyz -1 1
C 0.05 -0.14 -0.12
C -1.56 0.09 0.30
F -1.63 0.15 1.66
C -2.09 1.43 -0.41
O -3.24 1.76 -0.12
O -1.32 1.83 -1.26
N -2.32 -1.02 -0.10
O -2.00 -1.63 -1.20
O -3.34 -1.39 0.44
H 0.64 -0.49 0.82
H 0.23 0.77 -0.56
H 0.13 -0.88 -0.87
*
```

Values from the calculation:
HOMO level	-5.21	eV
structure (SMILES)	C[C@@](F)(C(=O)[O-])[N+](=O)[O-]
HOMO-LUMO gap	8.788	eV